DFT (ωB97M-V/def2-TZVPD) results for a structure of composition C34H34I2N8O3STi in a non-equilibrium geometry.

```
83
Properties=species:S:1:pos:R:3:forces:R:3:mulliken_charge:R:1
Ti 0.4443 -0.7341 0.0339 0.3491 -1.1000 -0.1119 0.8143
I 5.0291 -6.6943 -1.4049 0.0138 -0.0161 -0.0010 0.1197
C 3.7546 -5.0492 -1.4569 0.0054 0.0192 -0.0025 -0.4993
C 4.2538 -3.7984 -1.7755 0.0367 0.0196 -0.0160 -0.5081
C 3.4144 -2.6899 -1.7811 -0.0718 -0.0552 0.0099 0.2588
I 4.2535 -0.8574 -2.2998 0.0032 0.0215 -0.0036 0.1344
C 2.0619 -2.8199 -1.4558 -0.2387 -0.1319 0.0756 0.1697
O 1.1989 -1.8065 -1.3759 0.0985 0.7740 0.1001 -0.4247
C 1.5740 -4.0991 -1.1480 0.2144 0.0024 -0.0356 0.6676
C 0.1401 -4.1909 -0.7354 -0.0560 -0.0103 -0.0654 -1.3909
N -0.1011 -3.3272 0.4289 0.0307 0.0753 0.0631 -0.1147
C 0.6781 -3.6989 1.6064 0.0087 -0.0247 0.0402 -1.2166
C 2.0157 -3.0065 1.6320 0.0045 -0.0845 0.0485 0.9149
C 3.1679 -3.6614 2.0381 -0.0155 0.0254 0.0039 -0.9266
C 4.3626 -2.9637 2.0910 -0.0284 0.0329 -0.0154 -0.5951
C 4.3700 -1.6192 1.7503 -0.0452 -0.0231 -0.0010 -0.8460
C 3.1820 -1.0394 1.3517 0.1348 -0.0647 0.0569 -0.2860
N 2.0311 -1.7157 1.2843 -0.1793 0.4224 -0.1874 0.4693
C 2.4112 -5.2003 -1.1515 -0.0943 -0.0346 0.0129 -0.6531
H 5.2993 -3.6764 -2.0226 -0.0013 0.0008 0.0018 0.4077
H -0.1163 -5.2360 -0.5286 -0.0129 0.0164 0.0449 0.4355
H -0.5054 -3.8335 -1.5409 -0.0127 -0.0121 0.0080 0.3683
H -1.0810 -3.3579 0.6671 -0.0433 0.0006 -0.0036 0.1960
H 0.8303 -4.7807 1.6928 -0.0240 0.0093 -0.0408 0.4754
H 0.1227 -3.3777 2.4908 0.0170 -0.0002 0.0035 0.3876
H 3.1222 -4.7123 2.2897 0.0112 -0.0017 0.0035 0.4920
H 5.2745 -3.4634 2.3895 0.0040 -0.0002 -0.0014 0.4452
H 5.2765 -1.0320 1.7728 0.0059 -0.0038 0.0036 0.4738
H 3.1375 0.0008 1.0651 0.0033 -0.0571 0.0089 0.3325
H 2.0119 -6.1752 -0.8984 0.0116 -0.0015 -0.0031 0.4568
O -1.1891 0.7906 -0.3857 0.3410 -0.2452 0.2479 -0.5934
S -0.6666 1.6276 0.7634 -0.0996 0.3059 0.1785 0.2840
N 0.4752 1.0039 1.4746 -0.3757 -0.1237 -0.4438 -0.3396
C -7.7247 -0.1216 1.3280 -0.0179 0.0095 0.0022 -1.5511
C -6.2724 -0.4094 1.5596 -0.0286 0.0109 0.0360 0.5535
C -5.4798 -0.9319 0.5452 0.0657 -0.0370 -0.0119 -1.2116
C -4.1271 -1.1759 0.7176 -0.0836 0.0236 0.0403 1.0739
C -3.3720 -1.7651 -0.4379 0.0683 0.0648 -0.0361 -1.1303
C -3.5467 -0.8825 1.9746 0.1335 -0.0003 0.0023 1.2372
C -2.1346 -1.0447 2.2574 -0.0557 0.0179 0.2135 -0.5104
O -1.2225 -1.2441 1.4582 -0.1040 0.0903 -0.2212 -0.1610
C -4.3500 -0.3844 3.0323 -0.0332 0.0031 -0.0380 0.8562
C -3.8042 -0.0783 4.4047 0.0135 0.0068 0.0477 -1.7545
C -5.6914 -0.1491 2.7978 0.0406 -0.0125 -0.0140 -0.8321
H -8.1088 -0.6669 0.4680 0.0038 -0.0014 -0.0023 0.3745
H -7.8666 0.9447 1.1390 -0.0027 -0.0014 -0.0010 0.3082
H -8.3216 -0.3798 2.2021 0.0024 0.0012 0.0026 0.3987
H -5.9359 -1.1653 -0.4095 0.0079 -0.0020 -0.0054 0.3999
H -4.0707 -2.1217 -1.1922 0.0061 0.0013 0.0009 0.4559
H -2.7428 -2.5995 -0.1370 -0.0223 -0.0333 0.0227 0.1085
H -2.7272 -1.0152 -0.8952 0.0533 0.0287 -0.0022 0.1538
H -1.8518 -0.9665 3.3157 -0.0232 0.0351 -0.0040 0.2877
H -3.0154 0.6742 4.3788 -0.0003 0.0052 -0.0019 0.3667
H -3.4016 -0.9677 4.8921 0.0031 -0.0023 -0.0048 0.3884
H -4.6014 0.3044 5.0378 0.0041 0.0041 -0.0006 0.3786
H -6.3063 0.2437 3.5986 -0.0036 -0.0028 0.0032 0.3687
C 3.0341 2.3044 0.0589 0.0116 0.0329 -0.0043 -1.8155
C 2.2344 1.9131 -1.1331 -0.0568 -0.1163 0.0192 0.5724
N 1.4321 0.8652 -1.2305 0.0412 0.0184 -0.0036 0.9739
C 0.9795 0.8315 -2.5364 -0.0151 0.0943 -0.0233 -0.7052
C 1.4985 1.8725 -3.2216 -0.0006 -0.0957 -0.0492 -1.0126
N 2.3070 2.5438 -2.3301 -0.0494 0.0575 0.0406 0.4367
C 2.9696 3.7978 -2.6445 0.1419 -0.0300 -0.0041 -1.5070
N 2.0277 4.8337 -2.9295 -0.1140 0.0176 0.0775 0.6988
N 1.7414 5.1214 -4.2296 0.0565 -0.0220 0.0015 -0.5984
N 0.7593 5.9229 -4.2801 -0.0896 0.0491 -0.0804 -0.5266
C 0.3261 6.1771 -2.9933 0.0546 -0.0441 0.1219 0.1891
C -0.7197 6.9795 -2.5289 0.0490 -0.0350 -0.0280 -0.7313
C -0.9203 7.0175 -1.1697 -0.0169 0.0139 0.0223 -0.5656
C -0.1048 6.2832 -0.2844 -0.0427 0.0237 0.0380 -0.7224
C 0.9326 5.4946 -0.7259 0.0521 -0.0294 -0.0152 -0.4519
C 1.1325 5.4606 -2.1085 -0.0291 0.0476 -0.1274 1.3774
H 2.5359 1.9642 0.9630 -0.0159 0.0269 -0.0007 0.5607
H 3.1580 3.3830 0.1363 -0.0009 -0.0004 -0.0044 0.5611
H 4.0304 1.8573 0.0041 -0.0025 0.0083 0.0051 0.1603
H 0.3250 0.0560 -2.8921 -0.0136 0.0162 0.0104 0.5598
H 1.3746 2.2065 -4.2372 0.0030 -0.0020 0.0005 0.5605
H 3.5745 3.6714 -3.5404 0.0196 0.0245 0.0219 0.2770
H 3.6110 4.0781 -1.8127 0.0001 -0.0011 -0.0091 0.6974
H -1.3356 7.5402 -3.2178 -0.0016 0.0009 -0.0063 0.4379
H -1.7170 7.6242 -0.7616 0.0005 0.0013 -0.0012 0.3947
H -0.2994 6.3488 0.7782 -0.0018 0.0010 0.0002 0.4265
H 1.5544 4.9483 -0.0296 -0.0018 -0.0028 -0.0087 0.2833
```
Forces are in eV/Å.

⟨S²⟩: 0.753
Charge: +1
Frontier orbital gap (alpha / beta), hartree: 0.263 / 0.264
E_HOMO (alpha / beta), eV: -10.4500 / -10.4502
Multiplicity: 2


DFT (ωB97M-V/def2-TZVPD) results for a cluster of 2 separate species, C34H34N3O2 in total in a non-equilibrium geometry.

```
73
Properties=species:S:1:pos:R:3:forces:R:3:mulliken_charge:R:1
C 1.4837 -2.4873 -3.0703 0.0927 -0.0239 0.4096 -1.0913
N 1.2716 -1.0588 -2.9651 -0.4709 1.3278 -0.7691 0.3263
C 0.9631 -0.3071 -4.0799 0.0772 -0.6751 0.9047 0.2473
O 0.8932 -0.6953 -5.2266 0.1766 0.4384 0.6661 -0.6350
C 0.6571 1.0988 -3.5849 0.0728 1.0984 -0.0753 -0.1017
C -0.7372 1.5296 -4.0393 -0.3226 0.3136 -0.2533 -1.3610
C -1.7837 0.6061 -3.4894 0.0790 -0.2398 0.1541 0.3463
C -2.1356 -0.5483 -4.1729 0.1657 0.0707 -0.2113 -0.3410
C -3.0369 -1.4423 -3.6324 -0.0614 -0.1473 -0.0906 -0.8720
C -3.5807 -1.2025 -2.3873 -0.1357 -0.2364 0.1051 -0.4105
C -3.2045 -0.0835 -1.6731 -0.0840 0.0923 0.3182 -0.5646
C -2.3135 0.8146 -2.2244 0.1132 0.0469 -0.0752 -0.2148
N 0.7529 1.0458 -2.1003 0.8224 1.7654 0.3149 0.7643
C 0.8656 2.1316 -1.2821 0.4182 -2.7197 -2.3343 -0.7220
C 0.9252 1.9902 0.0903 0.2660 0.2444 1.5111 -0.0420
C 1.5627 2.8831 0.9235 -0.5419 -0.8361 -1.1430 -0.4917
C 1.7334 2.7056 2.3237 0.1811 -0.1124 1.0366 0.9346
C 2.6844 3.4844 3.0078 -0.2876 -0.1487 -0.5294 -0.5729
C 2.8825 3.3298 4.3575 0.2145 0.0706 0.2135 -0.6421
C 2.1358 2.4070 5.0681 0.0544 0.0758 0.0227 -0.3406
C 1.1975 1.6233 4.4187 -0.1671 -0.1701 -0.0042 -0.7725
C 0.9992 1.7583 3.0648 0.1432 0.2557 -0.3431 -0.3635
C 1.1601 -0.3241 -1.6902 -0.6839 -0.9445 -0.1769 -0.5021
C 2.4353 -0.3343 -0.9179 0.4147 0.1781 0.1868 -1.1724
C 3.5864 0.0620 -1.4495 -0.0428 -0.2305 0.3574 0.0055
C 4.8814 0.0833 -0.7627 0.2252 0.0627 0.0117 0.7512
C 6.0288 0.4684 -1.4557 -0.4381 -0.0254 -0.0749 -0.4131
C 7.2567 0.5039 -0.8312 0.2090 0.0750 -0.1007 -0.6290
C 7.3642 0.1529 0.4986 0.2860 0.0410 0.0177 -0.4365
C 6.2436 -0.2427 1.1999 -0.1632 -0.0690 0.2101 -0.8032
C 5.0149 -0.2776 0.5769 -0.1391 0.0427 -0.1237 -0.3899
H 1.4472 -2.7654 -4.1223 -0.0263 0.1589 0.0628 0.3723
H 2.4547 -2.7577 -2.6602 0.0678 -0.0401 0.0218 0.3075
H 0.7074 -3.0262 -2.5295 -0.0849 -0.0726 0.0293 0.3802
H 1.4306 1.7903 -3.9451 -0.1716 -0.0859 -0.1146 0.5063
H -0.9462 2.5547 -3.7146 0.1738 -0.0564 0.0099 0.5215
H -0.7799 1.5336 -5.1356 0.2400 -0.0528 0.2183 0.5520
H -1.6596 -0.7578 -5.1156 -0.0494 -0.0231 -0.2942 0.4853
H -3.3060 -2.3326 -4.1784 -0.0371 -0.0953 -0.0901 0.4292
H -4.2808 -1.9020 -1.9618 -0.1282 -0.1075 0.0932 0.4609
H -3.5862 0.0705 -0.6756 -0.0710 0.0413 0.1282 0.3586
H -1.9909 1.6739 -1.6625 -0.1022 0.3250 0.1865 0.4384
H 1.0592 3.0886 -1.7317 -0.3657 0.3099 -0.4654 0.4756
H 0.5473 1.0759 0.5098 -0.1128 -0.2457 0.0811 0.2214
H 2.0568 3.7186 0.4617 0.0849 0.4742 -0.0713 0.4222
H 3.2792 4.1835 2.4463 0.1138 0.2490 -0.0848 0.3780
H 3.6281 3.9222 4.8608 0.0844 0.1110 0.0783 0.4142
H 2.2824 2.3004 6.1295 0.0368 -0.0297 0.1753 0.4092
H 0.6182 0.9077 4.9782 -0.0961 -0.1008 0.0540 0.4234
H 0.2596 1.1538 2.5705 -0.2141 -0.1397 -0.0313 0.6352
H 0.3383 -0.7570 -1.1082 0.0528 -0.0726 0.0623 0.5357
H 2.4030 -0.6330 0.1134 -0.1793 -0.2421 0.2318 0.5172
H 3.5750 0.3951 -2.4718 0.1649 0.0814 -0.4843 0.2999
H 5.9443 0.7365 -2.4949 0.0074 0.0813 -0.2644 0.4136
H 8.1325 0.8065 -1.3826 0.0977 0.0321 -0.0760 0.4024
H 8.3231 0.1857 0.9875 0.1655 -0.0096 0.0848 0.3999
H 6.3296 -0.5247 2.2368 -0.0077 -0.0453 0.1404 0.4159
H 4.1465 -0.5882 1.1298 -0.1417 -0.0856 0.2285 0.2981
C -7.3803 -3.9226 4.1389 -0.0032 -0.3640 0.2359 -0.7816
O -7.6308 -2.7454 3.4122 1.4339 1.3568 -1.0075 -0.4052
C -6.4873 -2.1249 2.8994 -0.8545 -0.4267 0.3452 0.9627
C -6.6247 -0.9498 2.1718 -0.8212 -0.2615 0.2652 -0.5593
C -5.5119 -0.3329 1.6561 -0.3270 0.3499 -0.2043 -0.1970
N -4.2734 -0.7763 1.7908 0.4942 -0.0258 0.0040 -0.4695
C -4.1458 -1.8907 2.4947 0.4519 -0.0264 -0.0596 -0.5734
C -5.1875 -2.5902 3.0561 -0.5907 -0.6452 0.4898 -0.3458
H -8.3335 -4.3207 4.4870 0.0528 0.1834 -0.1217 0.2248
H -6.8959 -4.6597 3.4991 0.0308 -0.1821 0.0580 0.3427
H -6.7485 -3.7009 4.9985 0.0427 -0.1378 0.1380 0.3378
H -7.6103 -0.5434 2.0283 -0.1656 0.1692 -0.0911 0.4077
H -5.6322 0.5828 1.0971 -0.0568 0.1638 -0.1176 0.3700
H -3.1386 -2.2621 2.6270 0.1177 -0.0585 -0.0013 0.3451
H -5.0001 -3.4912 3.6145 0.2195 -0.0748 0.0214 0.3766
```
Forces are in eV/Å.

Charge: +1
Frontier orbital gap, hartree: 0.238
E_HOMO, eV: -11.2725


Which formula does entry 2 have?
C34H34N3O2